Entry 1:
ORCA calculation (the ωB97M-V functional and the def2-TZVPD basis) on a cluster of 17 separate species, ClH32O20 in total at a distorted geometry.

Structure (XYZ):
```
53
ClH32O20 (the ωB97M-V functional and the def2-TZVPD basis)
H 14.5360 -7.3020 -2.1110
H 14.9120 -13.0770 -4.9350
O 13.7330 -12.6830 -2.7980
H 13.9000 -7.0010 -7.2340
H 12.5520 -6.2800 -5.7910
H 10.2380 -5.7780 -4.3530
O 9.8250 -9.9170 -2.4400
O 16.1180 -10.4070 -5.2940
H 12.7530 -7.2170 -3.5050
H 12.5580 -10.7210 -0.4850
O 13.3020 -10.6870 -1.0670
H 13.2170 -12.0070 -2.3810
H 10.7240 -9.7610 -2.6530
H 12.0770 -6.8000 -2.2390
O 11.7860 -12.2090 -6.2580
O 12.3030 -10.0090 -8.0890
O 11.8700 -8.6970 -5.7410
H 15.2330 -6.6300 -4.9440
O 9.4020 -11.3690 -5.4270
H 10.3810 -8.3340 -6.8770
H 15.1080 -7.8390 -7.7100
O 12.3690 -9.7540 -3.5140
O 12.4610 -6.4550 -3.0220
H 11.0220 -11.8750 -5.7810
O 15.0080 -8.0860 -1.8140
O 15.3800 -5.6880 -4.7840
H 9.0660 -7.6590 -7.3730
H 15.4250 -5.5070 -3.8440
H 9.3570 -9.5060 -3.1730
H 14.5540 -12.2640 -2.6430
O 12.9490 -5.7640 -6.5360
H 9.9300 -13.0700 -1.7430
O 10.2280 -6.2500 -5.1600
H 12.9760 -9.5480 -8.5920
O 14.1450 -7.7320 -7.7760
H 13.2200 -4.9540 -6.1830
O 14.3950 -13.5220 -5.6140
O 13.6240 -10.4500 -5.4800
H 10.3960 -11.6960 -2.3870
H 15.1210 -10.4020 -5.3770
O 9.5710 -8.4940 -7.3230
H 8.6120 -11.2190 -5.9470
O 10.5630 -12.6660 -2.2950
H 15.8860 -7.7590 -1.6430
H 13.0690 -10.0760 -1.7280
H 9.5640 -10.4800 -5.1610
H 13.8080 -13.9720 -5.0560
O 13.9210 -8.1370 -4.5750
H 16.1890 -10.1910 -4.3670
Cl 12.9430 -9.2200 -4.8540
H 12.1200 -9.4120 -7.3180
H 9.7030 -7.0020 -4.9420
H 12.5230 -11.8190 -5.8240
```

The energy relative to the best compared isomer or geometry (same formula, charge and spin) is 236.72 kJ/mol. For the gap between HOMO and LUMO, the calculation gives 8.1 eV. The calculation puts the lowest unoccupied orbital energy at 1.909 eV. The value obtained for the total energy is -1983.9554 Ha. The net charge is -1. Its multiplicity is 1. The value obtained for the highest occupied orbital energy is -6.150 eV.

In elementary charge units, the natural (NBO) charges are: H 0.47; H 0.46; O -0.95; H 0.49; H 0.50; H 0.47; O -0.95; O -0.98; H 0.48; H 0.47; O -0.94; H 0.49; H 0.49; H 0.46; O -0.96; O -0.95; O -0.83; H 0.50; O -0.91; H 0.48; H 0.47; O -0.89; O -0.97; H 0.46; O -0.94; O -0.96; H 0.46; H 0.46; H 0.47; H 0.45; O -0.95; H 0.46; O -0.93; H 0.47; O -0.98; H 0.48; O -0.93; O -0.75; H 0.49; H 0.48; O -0.95; H 0.48; O -0.96; H 0.46; H 0.49; H 0.46; H 0.47; O -0.82; H 0.45; Cl 2.41; H 0.46; H 0.46; H 0.47

=====

Entry 2:
ORCA calculation (the ωB97M-V functional and the def2-TZVPD basis) on a structure of composition C13H20N5O9Ti.

Structure (XYZ):
```
48
C13H20N5O9Ti (the ωB97M-V functional and the def2-TZVPD basis)
H -3.5871 -1.8604 2.7958
O -2.7349 -0.0716 -1.0856
C 3.3376 -2.3318 0.2435
H -3.5128 -3.0785 -1.1985
H -1.5881 2.9951 -3.5291
O 2.6994 3.3886 -0.6271
H -0.1663 1.4635 3.3723
C -0.8036 2.2250 1.4749
C 2.2617 2.2396 1.3550
O 0.9611 2.0171 -0.7234
C -2.5604 -1.2641 -0.7070
H 2.0103 -0.3026 -2.1193
H 0.4789 3.0770 2.9757
C 0.2360 2.0901 2.5772
H -4.5180 -1.0626 1.7269
C 2.2870 -2.1884 1.1656
H 5.1265 -3.2462 -0.1753
H -2.6983 -3.2760 1.1039
O -1.0587 1.0661 0.8871
N -3.6497 -1.5768 1.8264
H 2.4631 3.5311 -1.5582
C -0.5098 1.2455 -3.4892
C 3.2270 -1.6209 -0.9635
H -2.5568 2.1303 -1.5399
C 1.2222 -1.3859 0.8595
N -1.0943 2.3653 -2.9156
C 1.8724 2.5124 -0.0868
O -0.2637 0.3030 -2.5651
Ti -0.7032 0.3164 -0.7725
H 3.2284 1.7312 1.3153
C 2.1260 -0.8381 -1.1868
O 1.3872 1.4274 2.0760
H 0.4005 -1.2688 1.5530
H 4.4520 -3.6518 1.3519
H 3.9902 -1.6976 -1.7258
H -4.4532 -3.4423 1.0932
O -0.2376 1.1566 -4.6488
H 2.3058 -2.7116 2.1119
N 1.1324 -0.6921 -0.2907
N -1.5448 2.2248 -1.5942
O -1.3369 -1.5785 -0.4986
C -3.6314 -2.7363 0.9392
H -4.6078 -1.7607 -0.7532
H -1.2604 3.0139 -1.0187
N 4.4011 -3.1140 0.5059
O -1.2925 3.2737 1.1354
C -3.6632 -2.2458 -0.5091
H 2.4268 3.2098 1.8363
```

The energy relative to the best compared isomer or geometry (same formula, charge and spin) is 0.00 kJ/mol. For the gap between HOMO and LUMO, the calculation gives 8.7 eV. The calculation puts the lowest unoccupied orbital energy at -3.434 eV. The value obtained for the total energy is -2307.8348 Ha. The net charge is +1. Its multiplicity is 1. The value obtained for the highest occupied orbital energy is -12.127 eV.

In elementary charge units, the natural (NBO) charges are: H 0.37; O -0.63; C 0.26; H 0.26; H 0.41; O -0.64; H 0.23; C 0.79; C -0.19; O -0.62; C 0.86; H 0.24; H 0.20; C -0.17; H 0.36; C -0.31; H 0.41; H 0.20; O -0.69; N -0.85; H 0.51; C 0.88; C -0.32; H 0.41; C 0.11; N -0.50; C 0.83; O -0.69; Ti 1.65; H 0.24; C 0.09; O -0.50; H 0.23; H 0.41; H 0.24; H 0.19; O -0.56; H 0.23; N -0.53; N -0.59; O -0.64; C -0.20; H 0.24; H 0.42; N -0.75; O -0.58; C -0.52; H 0.22

=====

Entry 3:
ORCA calculation (the ωB97M-V functional and the def2-TZVPD basis) on a structure of composition CBr2N2O at a distorted geometry.

Structure (XYZ):
```
6
CBr2N2O (the ωB97M-V functional and the def2-TZVPD basis)
N 0.9622 -0.0686 -0.4080
C -1.4173 0.0419 0.0092
N -0.1199 0.1027 0.1561
Br -2.4168 1.5853 0.0448
Br -2.4663 -1.5603 0.0327
O 2.0675 0.0530 0.0550
```

The energy relative to the best compared isomer or geometry (same formula, charge and spin) is 89.61 kJ/mol. For the gap between HOMO and LUMO (alpha / beta), the calculation gives 8.1 / 8.1 eV. The calculation puts the lowest unoccupied orbital energy (alpha / beta) at -1.000 / -1.000 eV. The value obtained for the total energy is -5370.7374 Ha. The net charge is 0. Its multiplicity is 1. The value obtained for the highest occupied orbital energy (alpha / beta) is -9.070 / -9.069 eV.

In elementary charge units, the natural (NBO) charges are: N 0.27; C 0.01; N -0.25; Br 0.18; Br 0.13; O -0.34

=====

Entry 4:
ORCA calculation (the ωB97M-V functional and the def2-TZVPD basis) on a cluster of 2 separate species, C2H3NP2 in total at a distorted geometry.

Structure (XYZ):
```
8
C2H3NP2 (the ωB97M-V functional and the def2-TZVPD basis)
H 1.2149 0.2348 0.7958
H -0.2660 2.4554 -0.1013
C -0.5578 1.4099 -0.1558
P 0.6565 0.0940 -0.4821
C -0.6208 -1.0856 -0.1680
H -0.4514 -2.7282 -0.6681
N -1.7881 1.1050 -0.0360
P -2.2182 -0.5244 -0.1298
```

The expectation value of S² is 2.03. The energy relative to the best compared isomer or geometry (same formula, charge and spin) is 252.13 kJ/mol. For the gap between HOMO and LUMO (alpha / beta), the calculation gives 6.7 / 6.8 eV. The calculation puts the lowest unoccupied orbital energy (alpha / beta) at 0.037 / -2.887 eV. The value obtained for the total energy is -815.2289 Ha. The net charge is 0. Its multiplicity is 3. The value obtained for the highest occupied orbital energy (alpha / beta) is -6.702 / -9.706 eV.

In elementary charge units, the natural (NBO) charges are: H -0.02; H 0.20; C -0.15; P 0.53; C -0.82; H 0.20; N -0.75; P 0.83